No. 1
Entry from the Open Molecules 2025 dataset: an isolated molecule of H3N3O2 (the ωB97M-V functional and the def2-TZVPD basis).

Its SMILES is NN[N+](=O)[O-]. As for the orbital gap: 11.5 eV. Its LUMO energy is 0.6 eV.

```
8
Properties=species:S:1:pos:R:3:forces:R:3:lowdin_charge:R:1
N 1.331 0.106 -0.127 -0.35 1.03 4.07 0.028
N 0.169 -0.615 -0.062 -1.77 -1.34 -1.11 -0.052
N -1.130 -0.002 -0.021 0.31 1.10 -0.71 -0.440
O -1.152 1.209 -0.018 0.30 0.12 0.06 0.057
O -2.107 -0.715 -0.098 0.81 -0.48 0.48 0.064
H 1.537 0.699 -0.902 -0.83 -0.28 -1.25 0.082
H 1.281 0.764 0.693 0.70 -0.64 -0.97 0.109
H 0.070 -1.446 0.535 0.84 0.50 -0.57 0.153
```
Positions in Å, forces in eV/Å.

=====

No. 2
Entry from the Open Molecules 2025 dataset: C33H39BN9Re as an isolated structure (the ωB97M-V functional and the def2-TZVPD basis).

As for the spin multiplicity: 2. As for the orbital gap (spin up / spin down): 3.8 / 4.0 eV. Its LUMO energy (spin up / spin down) is -11.7 / -11.5 eV. As for the net charge: +3.

```
83
Properties=species:S:1:pos:R:3:forces:R:3:mulliken_spin:R:1
Re -0.568 0.008 2.097 -0.02 -0.67 -0.85 0.754
C -1.112 1.331 5.213 -0.19 0.01 -0.03 0.006
C -1.803 0.545 4.123 0.02 0.26 0.67 -0.067
C -2.545 1.241 3.152 0.49 0.10 0.05 0.029
C -3.408 0.575 2.271 0.16 0.10 -0.20 0.019
C -3.520 -0.801 2.321 0.00 -0.06 -0.16 0.023
C -2.780 -1.517 3.273 0.38 -0.17 -0.18 0.032
C -1.920 -0.861 4.148 0.21 0.14 0.26 -0.025
H -1.853 1.974 5.693 0.01 0.00 -0.02 -0.002
H -0.321 1.980 4.833 -0.01 -0.02 -0.03 -0.003
H -0.706 0.682 5.978 -0.01 -0.04 0.06 0.001
H -2.550 2.317 3.198 0.00 0.08 -0.04 -0.002
H -4.025 1.146 1.588 0.03 -0.03 0.02 0.005
H -4.207 -1.319 1.661 0.05 0.04 0.03 0.000
H -2.897 -2.591 3.356 0.02 0.05 -0.01 0.003
H -1.431 -1.431 4.924 -0.10 -0.02 0.02 0.001
C -1.898 3.257 0.886 0.02 -0.05 0.01 -0.003
C -0.677 2.620 0.334 0.08 -0.29 0.12 -0.010
C 0.055 3.132 -0.690 0.07 0.11 -0.17 0.045
C 1.144 2.270 -0.897 0.10 0.01 -0.16 0.072
C 2.245 2.390 -1.887 0.07 0.04 0.11 -0.002
N 1.050 1.284 -0.015 -0.12 0.13 -0.03 -0.037
N -0.062 1.436 0.771 -0.28 0.26 0.43 0.131
B 1.966 0.106 0.252 0.02 -0.05 -0.13 -0.034
N 2.304 0.122 1.760 0.21 -0.04 0.15 0.014
N 1.312 -0.109 2.700 -0.85 0.26 0.20 -0.036
C 1.978 -0.349 3.918 -0.03 0.01 -0.11 -0.001
C 1.365 -0.767 5.202 0.03 0.01 -0.03 0.007
C 3.308 -0.195 3.711 0.14 0.01 0.12 -0.021
C 3.493 0.093 2.345 0.12 0.07 -0.25 -0.025
C 4.769 0.307 1.617 -0.01 -0.01 0.04 0.002
N 1.148 -1.159 -0.001 -0.01 -0.13 0.09 -0.032
N -0.004 -1.364 0.713 -0.42 -0.40 0.07 0.049
C -0.509 -2.592 0.294 0.16 0.38 0.23 0.000
C -1.778 -3.224 0.725 0.07 -0.12 -0.09 0.010
C 0.352 -3.120 -0.624 0.09 -0.12 -0.19 0.024
C 1.387 -2.200 -0.797 0.14 -0.03 -0.08 0.064
C 2.572 -2.290 -1.690 0.02 0.00 0.03 -0.003
H -2.110 4.150 0.303 0.00 -0.02 -0.01 0.000
H -1.746 3.577 1.915 -0.01 0.06 0.01 0.000
H -2.766 2.606 0.813 -0.01 0.05 -0.02 0.002
H -0.158 4.038 -1.236 0.03 -0.06 0.04 0.000
H 2.029 3.195 -2.586 0.07 -0.03 0.04 0.000
H 2.378 1.465 -2.450 -0.04 0.04 0.01 0.005
H 3.191 2.617 -1.387 -0.05 -0.01 0.01 0.005
H 2.947 0.141 -0.420 -0.08 0.00 0.14 0.000
H 0.392 -1.215 5.070 0.00 -0.04 0.02 -0.005
H 1.301 0.071 5.892 -0.01 0.02 0.03 0.000
H 2.013 -1.511 5.664 0.01 -0.01 -0.01 0.000
H 4.084 -0.304 4.454 -0.01 -0.01 -0.07 0.000
H 5.591 0.380 2.324 -0.01 0.00 -0.01 0.000
H 4.733 1.218 1.017 -0.02 -0.04 0.04 -0.002
H 4.971 -0.527 0.940 -0.03 0.02 0.04 -0.002
H -2.422 -2.535 1.233 -0.14 0.07 -0.02 -0.009
H -1.582 -4.084 1.369 -0.01 0.02 0.01 -0.001
H -2.313 -3.584 -0.154 0.05 -0.02 0.01 0.001
H 0.238 -4.063 -1.137 0.01 0.07 0.02 -0.001
H 2.456 -3.133 -2.367 0.00 0.01 -0.01 0.000
H 3.485 -2.446 -1.110 -0.05 0.00 -0.02 0.005
H 2.700 -1.379 -2.277 -0.03 -0.04 0.01 0.003
C -3.810 -0.904 -2.159 -0.01 -0.04 -0.06 0.001
C -3.071 -0.240 -1.202 0.21 0.01 -0.17 0.003
N -1.734 -0.102 -1.259 -0.49 -0.04 -0.04 0.014
C -1.131 -0.610 -2.330 0.24 0.26 0.28 -0.002
C -1.775 -1.264 -3.373 0.17 -0.09 -0.25 0.001
C -3.142 -1.439 -3.257 -0.26 -0.04 -0.04 0.000
C -1.034 -1.801 -4.542 -0.16 0.01 0.19 0.000
C -0.121 -1.208 -5.312 0.20 0.28 -0.03 0.000
C 0.398 0.185 -5.281 -0.28 -0.39 0.18 0.000
C 1.382 0.559 -6.179 0.21 0.03 -0.18 0.000
C 1.861 1.859 -6.115 -0.04 0.17 0.09 0.000
N 1.390 2.751 -5.237 -0.14 -0.51 -0.04 0.000
C 0.420 2.290 -4.452 -0.23 0.08 0.03 0.002
N -0.097 1.066 -4.401 0.23 0.28 -0.12 0.001
H -4.886 -0.990 -2.070 0.04 0.01 0.00 0.000
H -3.571 0.228 -0.360 0.00 -0.01 -0.03 -0.006
H -0.057 -0.475 -2.381 -0.01 -0.01 -0.01 0.001
H -3.692 -1.958 -4.033 0.01 0.02 0.04 0.000
H -1.308 -2.816 -4.816 -0.02 0.04 -0.01 0.000
H 0.288 -1.808 -6.119 -0.01 0.04 0.01 0.000
H 1.771 -0.141 -6.906 0.00 0.03 -0.01 0.000
H 2.642 2.201 -6.783 0.02 0.01 -0.01 0.000
H -0.010 3.011 -3.758 -0.02 -0.03 -0.06 -0.002
```
Positions in Å, forces in eV/Å.

=====

Result set for relative energy (zero: lowest compared OMol25 entry of this formula, charge and spin): 0.360 1.820 eV, one per record in the order listed.
Result set for largest force on an atom: 4.2 1.1 eV/A, one per record in the order listed.